29
Properties=species:S:1:pos:R:3:lowdin_charge:R:1 method="wB97M-V/def2-TZVPD" homo_ev="-7.5 / -8.7" lumo_energy_ha="-0.05935 / -0.07320" multiplicity=3 energy_ha=-2980.3722 homo_lumo_gap_ev="5.9 / 6.7" max_force_ev_per_a=0.68
Au 0.2807 0.0003 0.1772 1.4487
O 2.1681 0.0001 -3.3749 0.1492
C 1.8257 0.0001 -2.0945 -0.4297
O 0.5500 0.0002 -1.8098 -0.1100
C 2.7849 0.0000 -1.0733 -0.1722
C 4.2007 -0.0001 -1.0878 0.0163
C 4.8821 -0.0001 0.0992 -0.0380
C 4.2027 0.0000 1.3470 0.0178
C 2.8356 0.0001 1.3318 -0.1655
N 2.1913 0.0000 0.1643 -0.0447
C 1.8597 0.0002 2.4947 -0.5200
O 2.2056 0.0000 3.6412 0.1377
O 0.5789 0.0003 2.1161 -0.1321
H 1.3624 0.0001 -3.9081 0.1396
H 4.7073 -0.0001 -2.0429 0.1238
H 5.9633 -0.0001 0.0942 0.1127
H 4.7249 0.0001 2.2921 0.1250
Cl -6.5798 1.5522 0.1295 0.7067
C -5.0900 0.7135 0.1346 -0.6982
C -5.0901 -0.7135 0.1346 -0.6982
Cl -6.5800 -1.5522 0.1295 0.7067
C -3.9052 -1.4126 0.1365 -0.6200
Cl -3.8806 -3.1295 0.1306 0.7309
C -2.6585 -0.7367 0.1430 -0.3659
O -1.5480 -1.3284 0.1426 -0.0826
C -2.6586 0.7364 0.1430 -0.3658
O -1.5480 1.3281 0.1426 -0.0828
C -3.9050 1.4124 0.1365 -0.6200
Cl -3.8803 3.1294 0.1307 0.7309

77
Properties=species:S:1:pos:R:3:lowdin_charge:R:1 method="wB97M-V/def2-TZVPD" homo_ev="-10.5 / -11.8" relative_energy_ev=0.000 lumo_energy_ha="-0.13951 / -0.19113" multiplicity=6 energy_ha=-1895.7129 total_charge=+1 homo_lumo_gap_ev="6.7 / 6.6" max_force_ev_per_a=3.52
O 1.6436 -0.4384 0.1034 -0.3340
O -1.3484 -3.5210 -2.0244 -0.2207
C 2.0034 0.1820 -1.1600 -0.2236
C 3.4248 0.6867 -1.2375 -0.0587
H 1.2735 0.9944 -1.3063 0.1092
H 1.7952 -0.6020 -1.8866 0.1251
H 3.6698 1.3625 -0.4262 0.0533
H 3.5554 1.2256 -2.1754 0.1026
H 4.1480 -0.1287 -1.2401 0.0838
C 2.6537 -1.3571 0.5751 -0.2734
C 2.6831 -2.6254 -0.2562 -0.0405
H 2.3998 -1.5465 1.6274 0.1121
H 3.6280 -0.8494 0.5542 0.0976
H 1.7067 -3.1179 -0.3195 0.0897
H 3.3748 -3.3035 0.2462 0.0932
H 3.0625 -2.4303 -1.2661 0.0853
C -2.1847 -4.5272 -1.4345 -0.2686
C -0.8826 -3.8468 -3.3356 -0.2679
C -1.4171 -5.4256 -0.4802 -0.0748
H -2.6565 -5.1542 -2.2136 0.1242
H -2.9589 -3.9686 -0.9011 0.1089
H -0.6527 -5.9961 -1.0262 0.0593
H -2.1241 -6.1195 -0.0098 0.0834
H -0.9177 -4.8338 0.3004 0.0762
C -0.1728 -5.1892 -3.4401 -0.0886
H -0.2141 -3.0253 -3.6011 0.1128
H -1.7323 -3.8628 -4.0388 0.1207
H 0.6483 -5.2737 -2.7169 0.0751
H 0.2429 -5.2795 -4.4506 0.0829
H -0.8568 -6.0337 -3.2822 0.0763
H -1.6826 -1.4555 -1.3810 0.0177
Ru 0.8457 0.7086 1.8023 1.5556
C -2.5432 -0.8747 -0.9727 -0.1826
Si -3.8418 -0.3512 -2.2535 0.4755
H -3.0580 -1.5182 -0.2404 0.0271
H -2.1293 -0.0150 -0.4268 0.0033
C -2.9159 0.1315 -3.8219 -0.1972
C -4.9468 1.1187 -1.8137 -0.1928
C -5.1108 -1.6595 -2.7901 -0.1900
C 0.7321 2.4145 0.8631 -0.4230
Si 0.2282 4.1030 1.6432 0.4502
H -0.0118 2.2701 0.0439 0.0216
H 1.7084 2.5093 0.3397 0.0104
C -1.5262 4.3206 1.0121 -0.1879
C 1.3999 5.4396 1.0282 -0.1860
C 0.1690 4.2913 3.5090 -0.1771
H -5.7664 -1.2310 -3.5658 0.0379
H -5.7591 -1.9894 -1.9672 0.0289
H -4.6253 -2.5478 -3.2153 0.0193
H -2.3531 1.0602 -3.6614 0.0252
H -3.5969 0.2846 -4.6711 0.0356
H -2.2043 -0.6615 -4.0860 0.0171
H -4.3892 1.9229 -1.3205 0.0168
H -5.7731 0.8208 -1.1554 0.0299
H -5.3899 1.5271 -2.7356 0.0383
H 1.6115 5.3279 -0.0410 0.0302
H 2.3534 5.4097 1.5702 0.0299
H 0.9726 6.4393 1.1779 0.0409
H 1.1687 4.2412 3.9615 0.0302
H -0.4700 3.5244 3.9712 0.0296
H -0.2599 5.2798 3.7436 0.0524
H -1.9267 5.3081 1.2763 0.0413
H -2.1764 3.5555 1.4562 0.0396
H -1.5629 4.2136 -0.0791 0.0326
O 0.2234 1.2981 5.6631 0.1222
C 0.7174 1.1604 4.5469 -0.5231
O -0.0318 0.9061 3.4526 -0.2386
C 2.1643 1.3504 4.2788 -0.1841
C 3.0656 1.7432 5.2567 0.0464
C 4.3833 1.9611 4.8618 0.0086
C 4.7374 1.7730 3.5100 -0.0088
C 3.7723 1.4253 2.5668 -0.0738
N 2.4978 1.1927 2.9727 -0.0480
H 2.6548 1.8440 6.2546 0.1399
H 5.1188 2.2644 5.5906 0.1230
H 5.7666 1.8788 3.1683 0.1219
H 3.9652 1.2888 1.4998 0.0934

96
Properties=species:S:1:pos:R:3:lowdin_charge:R:1 method="wB97M-V/def2-TZVPD" homo_ev="-10.0 / -10.0" relative_energy_ev=0.000 lumo_energy_ha="-0.11764 / -0.12059" multiplicity=4 energy_ha=-5463.5942 total_charge=+1 homo_lumo_gap_ev="6.8 / 6.8" max_force_ev_per_a=0.80
V 0.2079 0.4596 0.7811 0.8017
O -0.8736 -3.8872 5.1673 -0.0304
C -0.4025 -2.8418 5.6579 -0.6789
O 0.3279 -2.6231 6.6287 -0.0010
C -0.7077 -1.5852 4.7791 -0.0598
C -1.6359 -1.6807 3.7489 0.0660
C -1.5869 -0.7528 2.7281 -0.2022
N -0.6767 0.2231 2.7101 0.0606
C 0.1521 0.3814 3.7505 -0.1997
C 0.1288 -0.4776 4.8368 0.0673
C 1.2098 1.3873 3.5173 -0.1921
C 1.9046 2.0017 4.5499 0.0206
C 2.8883 2.9239 4.2399 -0.0257
C 3.1584 3.2003 2.9073 -0.0336
C 2.4449 2.5241 1.9364 -0.1131
N 1.4975 1.6288 2.2226 0.0430
C -2.3693 -0.8917 1.4779 -0.1928
C -3.6029 -1.5268 1.4492 0.0200
C -4.2632 -1.6654 0.2428 -0.0249
C -3.6722 -1.1608 -0.9055 -0.0282
C -2.4425 -0.5395 -0.7975 -0.0836
N -1.7901 -0.4054 0.3612 0.0510
H -2.2509 -2.5701 3.7092 0.1285
H 0.8392 -0.4264 5.6520 0.1295
H 1.6594 1.7717 5.5772 0.1269
H 3.4316 3.4249 5.0297 0.1207
H 3.9113 3.9201 2.6195 0.1134
H 2.6403 2.6984 0.8835 0.1014
H -4.0352 -1.8959 2.3687 0.1270
H -5.2266 -2.1552 0.1996 0.1206
H -4.1487 -1.2426 -1.8718 0.1146
H -1.9536 -0.1416 -1.6761 0.1060
C -0.4934 4.2585 -1.3717 0.0182
C -0.3127 2.7839 -1.1713 -0.3145
O -0.2672 2.3522 -0.0189 -0.0049
C -0.2355 1.9067 -2.3593 -0.0949
C -0.7707 2.3440 -3.5779 -0.0050
C -0.7822 1.5351 -4.6959 -0.0516
C -0.2461 0.2548 -4.6213 -0.0334
C 0.3142 -0.1981 -3.4387 -0.0112
C 0.3367 0.6256 -2.3181 -0.3276
O 0.9193 0.1558 -1.1818 -0.3131
H -0.3947 4.7593 -0.4130 0.0974
H -1.4862 4.4665 -1.7753 0.1013
H 0.2380 4.6443 -2.0824 0.1030
H -1.2034 3.3324 -3.6447 0.1161
H -1.2171 1.8940 -5.6181 0.1146
H -0.2624 -0.3956 -5.4861 0.1212
H 0.7371 -1.1911 -3.3673 0.1024
Ge 2.7949 -0.0870 -1.1507 1.0557
C 3.5731 1.4864 -1.9613 -0.2858
C 3.2564 1.9196 -3.2509 -0.0995
C 3.8657 3.0486 -3.7801 -0.0659
C 4.8008 3.7499 -3.0321 -0.0665
C 5.1306 3.3218 -1.7546 -0.0704
C 4.5174 2.1975 -1.2208 -0.1266
C 3.2287 -1.7830 -1.9340 -0.3051
C 3.6079 -1.8854 -3.2726 -0.1096
C 3.9429 -3.1217 -3.8047 -0.0682
C 3.9148 -4.2532 -3.0010 -0.0661
C 3.5614 -4.1548 -1.6626 -0.0733
C 3.2152 -2.9228 -1.1276 -0.1087
H 2.9793 -0.0673 0.3695 0.0213
H 2.5370 1.3794 -3.8529 0.0928
H 3.6161 3.3762 -4.7809 0.1105
H 5.2790 4.6262 -3.4493 0.1115
H 5.8679 3.8605 -1.1740 0.1102
H 4.7904 1.8728 -0.2221 0.0954
H 3.6541 -1.0010 -3.8980 0.0994
H 4.2305 -3.2028 -4.8446 0.1113
H 4.1778 -5.2156 -3.4200 0.1133
H 3.5462 -5.0372 -1.0365 0.1144
H 2.9294 -2.8571 -0.0847 0.0856
C 1.9712 -2.9419 3.0229 -0.0125
C 1.8420 -1.7874 2.2819 -0.1444
N 0.9342 -1.6406 1.2992 0.0047
C 0.1767 -2.6999 1.0024 -0.0908
C 0.2225 -3.9008 1.7003 -0.1735
C 1.1124 -3.9998 2.7632 0.0203
C -0.7554 -4.9798 1.4690 -0.0093
C -1.1992 -5.5319 0.3358 -0.0213
C -0.7929 -5.3166 -1.0632 -0.2561
C -1.2084 -6.2313 -2.0299 -0.0004
C -0.8023 -6.0177 -3.3325 -0.1158
N -0.0325 -4.9885 -3.6803 0.0913
C 0.3204 -4.1816 -2.6880 -0.2027
N -0.0159 -4.2849 -1.4098 0.1437
H 2.6823 -2.9891 3.8359 0.1272
H 2.4669 -0.9263 2.4878 0.1047
H -0.5275 -2.5788 0.1953 0.1044
H 1.1147 -4.8769 3.3955 0.1346
H -1.1590 -5.3841 2.3940 0.1263
H -1.9309 -6.3241 0.4503 0.1095
H -1.8258 -7.0793 -1.7680 0.1145
H -1.0985 -6.6927 -4.1275 0.1136
H 0.9767 -3.3561 -2.9436 0.0854

74
Properties=species:S:1:pos:R:3:lowdin_charge:R:1 method="wB97M-V/def2-TZVPD" homo_ev=-5.9 lumo_energy_ha=0.03895 energy_ha=-4136.1627 total_charge=-1 homo_lumo_gap_ev=6.9 max_force_ev_per_a=5.11
Na -1.6776 1.1763 1.6453 0.3657
Na -3.9129 5.1043 2.8459 0.7588
C -5.3737 0.4583 5.1767 -0.6410
F -4.6822 -0.1787 6.1826 0.0971
F -5.8851 -0.3931 4.3289 0.1576
F -6.3129 1.1690 5.7845 0.1148
S -4.3100 1.8026 4.3388 0.5422
O -3.3051 2.0823 5.3186 -0.2850
O -3.6890 1.2209 3.1367 -0.3346
O -5.2551 2.9194 3.9737 -0.3811
C 2.5985 1.3398 4.3103 -0.5970
F 2.4920 -0.0090 4.4782 0.0793
F 3.1113 1.8409 5.5010 0.0691
F 3.4117 1.5894 3.3116 0.1434
S 0.8893 2.1376 3.8930 0.5686
O -0.0874 2.0699 4.9899 -0.3289
O 1.2919 3.5318 3.5608 -0.3549
O 0.4418 1.4382 2.6305 -0.3758
C -1.3942 5.1151 -1.1596 -0.5377
F -0.2141 5.8053 -1.2607 0.0820
F -2.4059 6.0712 -1.1080 0.0636
F -1.5236 4.3089 -2.2038 0.1206
S -1.2282 4.0203 0.4909 0.5352
O -0.8182 2.7212 0.0652 -0.3010
O -0.2239 4.7543 1.3011 -0.3049
O -2.5392 4.0481 1.1519 -0.3773
C 0.7035 -4.0649 -3.5067 -0.1622
O 1.4437 -4.5442 -2.4711 -0.1931
C 1.4112 -3.8772 -1.1874 -0.1375
C 2.1290 -2.4956 -1.0403 -0.1611
O 3.5098 -2.6617 -0.8229 -0.1778
C 4.2141 -3.3142 -1.8325 -0.1225
H 0.8053 -4.6923 -4.3921 0.0909
H 0.8332 -3.0267 -3.8125 0.0721
H -0.3539 -4.0041 -3.2491 0.0821
H 1.6828 -4.6596 -0.4787 0.1295
H 0.3757 -3.6324 -0.9510 0.1094
H 1.7482 -1.8367 -0.2600 0.1313
H 2.0769 -1.9289 -1.9699 0.1026
H 4.2267 -2.7294 -2.7522 0.0718
H 3.8776 -4.2981 -2.1593 0.0817
H 5.2506 -3.4516 -1.5246 0.0881
C 1.3121 2.2776 -2.3804 -0.0666
O 1.8864 1.7497 -3.6435 -0.1937
C 3.1818 1.1336 -3.3506 -0.2028
C 3.6362 0.0992 -4.3615 -0.1945
O 2.8454 -1.1421 -4.2904 -0.1929
C 3.1384 -1.9202 -5.4798 -0.1067
H 1.0596 1.5795 -1.5823 0.0828
H 0.4131 2.7328 -2.7960 0.0706
H 1.9101 3.1136 -2.0175 0.0900
H 3.1662 0.6043 -2.3979 0.1209
H 3.8923 1.9574 -3.4179 0.1247
H 4.6950 -0.0665 -4.1624 0.1212
H 3.6126 0.6842 -5.2809 0.1191
H 4.1711 -2.2689 -5.4893 0.0819
H 2.9787 -1.3881 -6.4176 0.0804
H 2.4720 -2.7799 -5.5497 0.0691
C -0.4997 -1.7957 3.3552 -0.0560
O -1.4667 -1.0816 2.6223 -0.2215
C -2.6558 -1.7408 2.2223 -0.1791
C -3.4310 -1.0618 1.0996 -0.1595
O -2.4831 -0.6012 0.0899 -0.1830
C -3.0329 0.1806 -0.9273 -0.1128
H -0.2047 -2.6382 2.7298 0.0881
H -0.9683 -1.9492 4.3273 0.1040
H 0.4160 -1.2079 3.4201 0.0758
H -3.3106 -1.9038 3.0783 0.1294
H -2.3378 -2.7120 1.8431 0.1200
H -4.0861 -0.2217 1.3302 0.1058
H -4.1111 -1.8605 0.8035 0.1240
H -2.1760 0.4968 -1.5222 0.0986
H -3.5581 1.0616 -0.5584 0.0914
H -3.7970 -0.2571 -1.5697 0.0873

20
Properties=species:S:1:pos:R:3:lowdin_charge:R:1 method="wB97M-V/def2-TZVPD" smiles="S=c1nnn([S-])n1C1C=CCC=C1" homo_ev=-3.5 relative_energy_ev=0.421 lumo_energy_ha=0.11717 energy_ha=-1286.3063 total_charge=-1 homo_lumo_gap_ev=6.7 max_force_ev_per_a=3.24
S -2.1622 -0.7299 -1.0930 0.4724
C -0.9429 -0.0787 -2.0130 -0.9553
N -0.9451 0.1892 -3.3244 -0.0228
N 0.2157 0.7012 -3.6547 -0.0284
N 0.9785 0.7782 -2.6095 -0.7042
S 2.5225 1.3436 -2.5296 0.3518
N 0.2910 0.2938 -1.5420 -0.0091
C 0.9174 0.2369 0.0718 -0.1843
C 0.1453 1.2163 0.8499 -0.0775
C -0.6695 0.8482 1.8292 -0.0981
C -0.9103 -0.5806 2.1812 -0.2217
C 0.0489 -1.5163 1.5296 -0.1087
C 0.8469 -1.1530 0.5339 -0.0882
H 1.9258 0.5740 -0.1870 0.0514
H 0.2733 2.2542 0.5792 0.1101
H -1.2216 1.5867 2.3950 0.1006
H -0.9278 -0.7242 3.2667 0.1079
H -1.9106 -0.8364 1.7956 0.0911
H 0.0304 -2.5400 1.8814 0.1018
H 1.4944 -1.8634 0.0396 0.1111